ORCA calculation (the ωB97M-V functional and the def2-TZVPD basis) on a single C3H6O molecule.

The geometry in XYZ format:
```
10
Properties=species:S:1:pos:R:3:forces:R:3:nbo_charge:R:1
C 2.112308 -0.431287 -0.075808 -0.8732 1.2894 1.8368 -0.50
C 0.831723 0.060347 -0.053721 -0.5429 -4.9128 1.1191 0.15
C -1.690212 -0.130404 -0.133229 3.6402 -0.3075 3.1988 -0.25
O -0.403352 -0.737624 0.356381 2.3680 1.5592 -1.0977 -0.56
H 2.979120 0.309340 -0.107002 -1.4817 -0.9549 -0.5686 0.22
H 2.406101 -1.386558 0.415108 -0.6372 0.6056 -0.7483 0.22
H 0.524729 0.969442 -0.408728 -0.3850 2.3999 -0.7364 0.16
H -2.435981 -0.564627 0.473564 -1.0335 -1.1952 -0.1720 0.20
H -1.632576 -0.211318 -1.150835 -0.9000 -0.1669 -2.5423 0.19
H -1.644117 0.846220 0.263449 -0.1548 1.6832 -0.2894 0.17
```
Forces are in eV/Å.

Properties
HOMO level in eV: -9.12
Charge: 0
Frontier orbital gap in eV: 10.252
Calculated total energy in hartree: -193.051364

***

ORCA calculation (the ωB97M-V functional and the def2-TZVPD basis) on a 2-piece molecular cluster, C3H6O overall.

The geometry in XYZ format:
```
10
Properties=species:S:1:pos:R:3:forces:R:3:nbo_charge:R:1
C 0.330763 1.512951 0.626754 -0.0059 0.0346 -0.0017 -0.86
C -0.806322 -1.636568 -0.384786 0.1123 -0.0540 -0.0399 -0.80
C 0.328717 -1.319712 -0.965746 0.6236 0.1854 -0.2873 0.73
O 1.335379 -1.044240 -1.489251 -0.9510 -0.2820 0.4521 -0.46
H 1.199055 0.872612 0.452452 -0.1355 0.1284 0.0521 0.21
H 0.092319 1.525827 1.693130 0.0389 0.0191 -0.1543 0.21
H 0.558929 2.525458 0.286695 -0.0223 -0.1341 0.0814 0.22
H -1.173538 -1.064567 0.459198 0.1422 -0.0899 -0.2108 0.27
H -0.527996 1.136563 0.064752 0.1465 0.0995 0.0805 0.21
H -1.337305 -2.508324 -0.743198 0.0512 0.0930 0.0280 0.26
```
Forces are in eV/Å.

Properties
HOMO level in eV: -9.37
Charge: 0
Frontier orbital gap in eV: 10.287
Calculated total energy in hartree: -193.103223

***

ORCA calculation (the ωB97M-V functional and the def2-TZVPD basis) on a single C3H6O molecule.

The geometry in XYZ format:
```
10
Properties=species:S:1:pos:R:3:forces:R:3:nbo_charge:R:1
C 0.445489 0.801918 -0.961544 0.0953 0.1865 -0.1903 -0.71
C 0.411520 -0.062942 0.258371 1.1109 0.1621 -0.4062 0.58
O 1.404395 -0.283838 0.943549 0.5655 0.6900 -1.0896 -0.57
C -0.807532 -0.699224 0.776320 1.5683 -0.9493 1.9291 -0.79
H 1.462667 1.143283 -1.156531 -0.1271 -0.0298 0.0120 0.24
H 0.058486 0.261517 -1.831618 0.0152 0.0313 0.1262 0.23
H -0.206914 1.670741 -0.808682 0.0769 -0.1399 -0.0153 0.23
H -0.911555 -1.713339 0.416985 -0.0879 -0.2287 -0.7016 0.24
H -0.040466 -0.939915 1.729834 -3.7978 0.4464 -0.5635 0.30
H -1.765231 -0.165650 0.630825 0.5807 -0.1686 0.8992 0.24
```
Forces are in eV/Å.

Properties
HOMO level in eV: -9.90
Charge: 0
Frontier orbital gap in eV: 10.852
Calculated total energy in hartree: -193.092729

***

ORCA calculation (the ωB97M-V functional and the def2-TZVPD basis) on a single C3H6O molecule.

The geometry in XYZ format:
```
10
Properties=species:S:1:pos:R:3:forces:R:3:nbo_charge:R:1
C -1.712680 0.082675 0.406094 -0.1077 -0.0651 0.0051 -0.77
C -0.532641 -0.564632 -0.259198 0.0095 0.5258 0.4481 0.25
C 1.733817 -0.081647 -0.378687 0.3850 0.0247 -0.1496 -0.25
O 0.510232 -0.052348 0.352999 -0.3332 0.0367 -0.3955 -0.50
H -2.438706 -0.623167 0.810452 0.0443 -0.1151 -0.0978 0.24
H -2.214598 0.595320 -0.424745 -0.0641 -0.0451 0.0952 0.24
H -1.418839 0.823883 1.157208 -0.1105 -0.1309 0.0398 0.21
H 1.528846 -0.444270 -1.384932 0.1242 -0.0390 0.0721 0.21
H 2.481717 -0.694118 0.121991 -0.1062 -0.0426 0.0956 0.19
H 2.062848 0.958308 -0.401180 0.1588 -0.1494 -0.1130 0.19
```
Forces are in eV/Å.

Properties
HOMO level in eV: -8.47
Charge: 0
Frontier orbital gap in eV: 9.583
Calculated total energy in hartree: -193.032929

***

ORCA calculation (the ωB97M-V functional and the def2-TZVPD basis) on a single C3H6O2 molecule.

The geometry in XYZ format:
```
11
Properties=species:S:1:pos:R:3:forces:R:3:nbo_charge:R:1
C -1.256670 0.018734 1.038076 -5.8802 2.2082 1.0558 -0.24
C 0.221379 -0.082044 -0.634706 1.7708 2.0500 1.4413 -0.18
C 1.755829 0.036689 -0.747429 -1.0691 -1.0718 -2.6992 0.42
H -1.648471 0.966529 1.541905 -0.1644 -1.5315 0.2189 0.18
H -1.437113 -0.862759 1.643204 0.5014 -0.3440 0.3091 0.17
H -1.965626 -0.041331 0.166709 0.4360 -0.2390 0.4095 0.15
H -0.113739 -1.097016 -0.788056 -0.0619 -0.3628 -0.2792 0.20
H -0.253481 0.660664 -1.291898 0.0201 -0.5704 -0.4041 0.19
H 2.215360 0.011910 -1.745941 -0.6112 0.2380 -0.7953 0.09
O -0.051284 0.375560 0.692436 3.9319 -0.6253 -2.0385 -0.52
O 2.533815 0.013062 0.125701 1.1265 0.2488 2.7818 -0.48
```
Forces are in eV/Å.

Properties
HOMO level in eV: -9.88
Charge: 0
Frontier orbital gap in eV: 10.817
Calculated total energy in hartree: -268.311623

***

ORCA calculation (the ωB97M-V functional and the def2-TZVPD basis) on C3H6O2 as an isolated structure.

The geometry in XYZ format:
```
11
Properties=species:S:1:pos:R:3:forces:R:3:nbo_charge:R:1
O -2.311036 0.253776 -0.192421 0.1999 -0.4338 -0.9148 -0.69
C -0.955261 0.163709 0.046030 0.5245 -0.0320 0.0312 0.05
C 0.707229 -0.811445 -0.535196 -0.5783 0.1534 0.0213 -0.56
C 1.415375 0.113624 0.362557 -0.1652 0.1247 0.2534 0.36
O 1.117379 0.260937 1.535168 0.7450 -0.2292 -0.1008 -0.55
H -2.559623 1.174263 -0.378385 0.3113 -0.5411 -0.2691 0.48
H -0.806273 -0.423588 0.934995 0.0292 0.4956 0.3259 0.20
H -0.498215 1.135848 -0.060332 -0.0217 0.0434 0.5375 0.16
H 1.248341 -0.909031 -1.495031 -0.9212 0.3310 0.1326 0.21
H 0.537330 -1.798706 -0.101249 -0.1557 0.2359 -0.0295 0.22
H 2.104753 0.840610 -0.116139 0.0322 -0.1480 0.0122 0.11
```
Forces are in eV/Å.

Properties
HOMO level in eV: -9.24
Charge: 0
Frontier orbital gap in eV: 9.794
Calculated total energy in hartree: -268.268938

***

ORCA calculation (the ωB97M-V functional and the def2-TZVPD basis) on a 2-piece molecular cluster, C3H6O2 overall.

The geometry in XYZ format:
```
11
Properties=species:S:1:pos:R:3:forces:R:3:nbo_charge:R:1
O 1.992975 1.729576 -0.246071 -4.0947 -4.6143 -0.0492 -0.93
C -1.590275 0.171993 0.493451 -2.6621 5.2770 1.9169 0.24
O -2.638196 0.376573 1.160734 2.4281 -1.4266 -1.7408 -0.40
C -1.038587 -1.002998 0.004177 3.2096 -3.7455 0.7987 0.09
C 0.423235 -0.797780 -0.271068 -1.9341 -0.6545 -3.4147 -0.79
H -0.908436 1.077791 0.238918 -1.1156 -1.0875 0.5612 0.17
H 0.657531 0.202879 -0.670687 -0.6388 0.8797 0.0712 0.35
H -1.526594 -2.074398 0.138937 0.8989 2.4483 -0.7810 0.25
H 0.791764 -1.381933 -1.143664 -0.0416 -0.7495 1.1739 0.26
H 1.217921 -0.653223 0.454580 0.3456 -0.1204 1.2104 0.36
H 2.618665 2.351525 -0.159304 3.6048 3.7932 0.2532 0.42
```
Forces are in eV/Å.

Properties
HOMO level in eV: -8.37
Charge: 0
Frontier orbital gap in eV: 3.822
Calculated total energy in hartree: -268.102497

***

ORCA calculation (the ωB97M-V functional and the def2-TZVPD basis) on a 2-piece molecular cluster, C3H6O2 overall.

The geometry in XYZ format:
```
11
Properties=species:S:1:pos:R:3:forces:R:3:nbo_charge:R:1
C -4.420071 -0.084913 -0.469413 0.6366 1.2665 -0.2744 -0.40
C -4.266347 -0.369152 0.829858 0.7186 -0.7521 0.8226 -0.40
H -4.188135 0.982598 -0.880782 -0.8239 -2.0100 0.9402 0.20
H -4.674423 -0.838000 -1.236070 0.2843 0.3912 0.6053 0.20
H -4.021639 0.387048 1.605681 -0.1501 -0.2455 -0.9207 0.19
H -4.205664 -1.409380 1.302082 -0.6632 1.3500 -1.1715 0.20
O 2.587578 -0.525408 -0.980377 -1.2485 -1.0159 0.3867 -0.54
C 2.536571 -0.072070 0.126808 3.7223 1.0365 -3.6055 0.64
O 3.371153 0.968096 0.383104 -1.7014 0.9696 2.6981 -0.74
H 2.057719 -0.420578 0.974159 -1.6615 -0.5452 1.6595 0.13
H 4.261382 0.913615 0.089588 0.8869 -0.4452 -1.1403 0.50
```
Forces are in eV/Å.

Properties
HOMO level in eV: -10.13
Charge: 0
Frontier orbital gap in eV: 10.924
Calculated total energy in hartree: -268.322970

***

ORCA calculation (the ωB97M-V functional and the def2-TZVPD basis) on a single C3H6O2 molecule.

The geometry in XYZ format:
```
11
Properties=species:S:1:pos:R:3:forces:R:3:nbo_charge:R:1
O 1.087642 -0.582900 -1.242784 -0.1908 -0.1987 -0.0928 -0.71
C 1.073952 -0.469831 0.161082 0.0594 0.0731 0.2815 -0.09
C -0.185796 0.178247 0.690272 0.2057 0.0388 0.0663 0.02
C -1.144891 0.840606 -0.191589 -0.0085 0.2892 -0.1244 -0.11
O -1.380695 -0.480997 0.288452 -0.1616 -0.1787 0.0006 -0.51
H 0.326159 -1.127454 -1.485060 0.1284 0.0406 -0.0300 0.47
H 1.161439 -1.458369 0.638736 0.0416 0.1339 -0.0519 0.17
H 1.953893 0.115304 0.444366 -0.1362 -0.0090 -0.0371 0.19
H -0.155227 0.473219 1.741616 -0.0317 -0.1020 -0.1489 0.19
H -0.923919 0.910354 -1.254336 -0.0192 0.0248 0.1666 0.19
H -1.812556 1.601822 0.209246 0.1129 -0.1120 -0.0301 0.18
```
Forces are in eV/Å.

Properties
HOMO level in eV: -10.24
Charge: 0
Frontier orbital gap in eV: 11.265
Calculated total energy in hartree: -268.331744

***

ORCA calculation (the ωB97M-V functional and the def2-TZVPD basis) on a single C3H6O2 molecule.

The geometry in XYZ format:
```
11
Properties=species:S:1:pos:R:3:forces:R:3:nbo_charge:R:1
C -0.162579 0.153811 -0.562600 -1.7550 -0.4376 1.4396 0.03
C 0.936654 -0.012185 0.322625 3.6642 -0.9292 0.4940 0.32
C -1.593421 -0.075396 -0.029503 2.4129 1.1420 -0.8463 -0.63
O 0.522069 1.270016 0.059010 0.3148 0.5563 -1.3184 -0.47
O 2.310142 -0.511213 -0.296761 -3.3906 1.3377 1.7140 -0.74
H 0.053305 -0.037439 -1.581913 0.0917 0.2097 -0.9677 0.20
H 0.818577 -0.172143 1.401416 0.4348 -0.8912 -0.4675 0.17
H -1.756023 -1.038761 0.299767 -0.1595 -2.2080 0.7092 0.22
H -2.290801 0.142292 -0.755967 -1.5469 0.3807 -1.8394 0.21
H -1.795924 0.603104 0.747492 0.0319 0.8367 1.2391 0.22
H 2.958004 -0.322091 0.396438 -0.0981 0.0029 -0.1567 0.47
```
Forces are in eV/Å.

Properties
HOMO level in eV: -10.74
Charge: 0
Frontier orbital gap in eV: 11.774
Calculated total energy in hartree: -268.312189

***

ORCA calculation (the ωB97M-V functional and the def2-TZVPD basis) on C3H6O2 as an isolated structure.

The geometry in XYZ format:
```
11
Properties=species:S:1:pos:R:3:forces:R:3:nbo_charge:R:1
C 0.738149 -1.185517 -0.604126 -0.1337 -0.0451 -0.1104 -0.07
O 0.001212 -1.062448 0.470022 0.1222 -0.0004 -0.0635 -0.36
C -0.504976 0.102768 0.871651 -0.1617 0.0860 0.0155 -0.06
C -1.133312 1.049138 -0.040314 -0.0402 0.1564 0.1630 0.33
O -1.786873 2.001008 0.341315 0.2581 -0.3381 -0.1760 -0.54
H 0.499726 -0.619174 -1.499509 0.0855 -0.0138 0.1627 0.18
H 1.636741 0.219780 -0.044920 0.0069 -0.0297 -0.0453 -0.01
H 1.182905 -2.169632 -0.707359 -0.0424 0.1385 0.0548 0.20
H 1.203912 0.735500 0.439934 -0.0832 0.0001 0.0104 0.02
H -0.851303 0.069081 1.899049 0.0511 0.0115 -0.1276 0.21
H -0.986181 0.859495 -1.125743 -0.0627 0.0345 0.1164 0.11
```
Forces are in eV/Å.

Properties
HOMO level (spin up / spin down) in eV: -8.80 / -8.80
Charge: 0
Frontier orbital gap (spin up / spin down) in eV: 8.367 / 8.367
Calculated total energy in hartree: -268.214594

***

ORCA calculation (the ωB97M-V functional and the def2-TZVPD basis) on a single C3H6O2 molecule.

The geometry in XYZ format:
```
11
Properties=species:S:1:pos:R:3:forces:R:3:nbo_charge:R:1
C 1.077207 -0.281092 1.191829 0.2782 -0.0011 -0.2002 -0.52
O 0.620905 -0.857947 -0.367477 -0.1771 -0.1566 0.2017 -0.54
C -0.238157 0.157916 -0.914430 0.0121 0.1786 -0.0774 -0.17
C -1.280168 0.592765 0.108740 -0.0842 0.2361 -0.0596 0.41
O -1.629590 1.738388 0.223169 0.0886 -0.4135 -0.0708 -0.51
H 1.531830 0.665612 0.844378 -0.0764 -0.1176 0.0221 0.12
H 0.055173 -1.578504 -0.042799 0.1669 0.0756 -0.1536 0.52
H 1.951668 -0.951857 1.298018 -0.2220 0.1025 0.0805 0.14
H -0.722692 -0.244810 -1.813240 0.0328 0.0802 0.1594 0.21
H 0.404298 0.996747 -1.185551 -0.0996 -0.1006 0.0616 0.22
H -1.770474 -0.237218 0.657362 0.0807 0.1163 0.0364 0.12
```
Forces are in eV/Å.

Properties
HOMO level in eV: -8.16
Charge: 0
Frontier orbital gap in eV: 8.574
Calculated total energy in hartree: -268.210503

***

Short version: relative energy (zero: lowest compared OMol25 entry of this formula, charge and spin) = 241.13 104.97 132.53 289.53 245.75 357.82 794.81 215.96 192.92 244.27 500.50 511.24 kJ/mol, in the order given.
Short version: largest force on an atom = 5.07 1.09 3.87 0.69 6.37 1.03 6.21 5.28 0.31 4.03 0.46 0.43 eV/Å, in the order given.